The following is a DFT calculation (ωB97M-V/def2-TZVPD) of a cluster of 2 separate species, C3H10NO in total at a distorted geometry.

Its spin multiplicity is 1. The HOMO energy is -14.888 eV. The net charge is +1. The value obtained for the HOMO-LUMO gap is 9.61 eV. The calculation puts the LUMO energy at -5.277 eV. The relative energy (zero: lowest compared OMol25 entry of this formula, charge and spin) is 57.2 kcal per mole.

CARTESIAN COORDINATES (ANGSTROEM)
1 C 2.19092 1.32138 -1.06901
2 O 1.15819 1.14315 -0.05622
3 H 2.52402 0.28788 -1.26155
4 H 1.80847 1.85832 -2.06232
5 H 2.89831 1.88922 -0.61595
6 H 0.83507 2.01739 0.06601
7 C -1.65668 -1.05682 -0.66055
8 C -1.02887 -1.10401 1.60281
9 N -0.89805 -0.56020 0.50094
10 H -1.04286 -1.49940 -1.54048
11 H -2.26218 -0.22141 -1.03094
12 H -2.31315 -1.86479 -0.31015
13 H -2.00478 -1.56218 1.84368
14 H -0.14906 -1.32466 2.28417
15 H -0.30528 0.23256 0.33125

Forces on the atoms, in the same order (eV/Å):
-2.772 -1.603 -2.547
-0.084 -0.370 -0.767
0.154 0.752 -0.275
0.632 -1.314 2.180
2.511 1.587 0.924
-0.547 1.255 0.566
-1.115 0.151 -1.145
0.362 -2.489 3.495
-0.768 -0.067 -2.956
-0.379 1.046 1.931
0.090 -0.352 -0.233
0.146 0.320 -0.154
0.799 -0.584 -0.364
-1.230 1.625 -0.190
2.202 0.044 -0.464

The following is a DFT calculation (ωB97M-V/def2-TZVPD) of a cluster of 2 separate species, C3H10NO in total at a distorted geometry.

Its spin multiplicity is 1. The HOMO energy is -14.612 eV. The net charge is +1. The value obtained for the HOMO-LUMO gap is 11.29 eV. The calculation puts the LUMO energy at -3.319 eV. The relative energy (zero: lowest compared OMol25 entry of this formula, charge and spin) is 11.5 kcal per mole.

CARTESIAN COORDINATES (ANGSTROEM)
1 C -0.60705 -0.13671 -2.43123
2 C 0.20426 -0.37798 -1.21294
3 C 0.35242 0.47734 -0.23450
4 N 1.19928 0.09793 0.91446
5 H -1.51713 0.44448 -2.31337
6 H -0.02607 0.38915 -3.18850
7 H -0.94369 -1.04564 -2.92172
8 H 0.83686 -1.25426 -1.30781
9 H -0.28796 1.28304 0.02597
10 H 1.96051 0.77139 1.04349
11 H 0.61771 0.06949 1.77492
12 H 1.65237 -0.80947 0.79749
13 H -1.03711 0.75799 3.29763
14 H -1.44652 -0.69354 3.08891
15 O -0.95789 0.02678 2.66717

Forces on the atoms, in the same order (eV/Å):
-0.793 0.118 -0.751
0.268 0.045 -1.467
-0.155 -1.077 1.099
0.662 0.361 0.153
0.051 0.259 0.488
0.267 0.018 0.059
0.209 -0.325 0.197
0.116 -0.093 0.427
-0.264 0.778 -0.244
-0.125 0.008 0.100
-0.169 -0.138 0.008
-0.179 -0.058 -0.135
-0.050 -0.092 -0.135
0.100 -0.018 -0.185
0.062 0.213 0.385

The following is a DFT calculation (ωB97M-V/def2-TZVPD) of a cluster of 2 separate species, C3H10NO in total at a distorted geometry.

Its spin multiplicity is 2. The HOMO energy (alpha / beta) is -21.178 / -21.267 eV. The expectation value of S² is 0.754. The net charge is +2. The value obtained for the HOMO-LUMO gap (alpha / beta) is 11.95 / 7.66 eV. The calculation puts the LUMO energy (alpha / beta) at -9.232 / -13.610 eV. The relative energy (zero: lowest compared OMol25 entry of this formula, charge and spin) is 79.4 kcal per mole.

CARTESIAN COORDINATES (ANGSTROEM)
1 C 0.40145 -2.53007 1.46991
2 N -0.79049 -2.07534 1.52112
3 H 1.05153 -2.19183 2.27782
4 H 1.03169 -2.87140 0.65618
5 H -1.42226 -2.25026 0.75021
6 H -1.09648 -1.72020 2.42412
7 C 0.46206 1.21867 -0.59985
8 O -0.37747 0.91615 0.42103
9 C -0.11875 1.73292 -1.90839
10 H 1.32598 1.88781 -0.15959
11 H 1.20485 0.40294 -0.77526
12 H -1.00492 1.66916 0.52114
13 H -1.21138 1.69869 -1.93540
14 H 0.10850 2.80990 -1.91503
15 H 0.43570 1.30282 -2.74802

Forces on the atoms, in the same order (eV/Å):
1.597 2.226 0.833
0.859 -1.443 -0.331
-0.302 -0.712 0.539
-1.122 -0.743 -0.674
-0.580 0.071 0.099
-0.505 0.167 -0.236
-0.332 -1.293 -1.327
0.941 1.141 0.041
0.432 1.575 1.456
-0.328 0.112 -0.066
-0.175 -0.146 0.449
-0.480 -0.488 -0.079
0.202 -0.464 -0.155
-0.010 0.116 -0.587
-0.200 -0.119 0.038

Repeat the second record exactly.
The following is a DFT calculation (ωB97M-V/def2-TZVPD) of a cluster of 2 separate species, C3H10NO in total at a distorted geometry.

Its spin multiplicity is 1. The HOMO energy is -14.612 eV. The net charge is +1. The value obtained for the HOMO-LUMO gap is 11.29 eV. The calculation puts the LUMO energy at -3.319 eV. The relative energy (zero: lowest compared OMol25 entry of this formula, charge and spin) is 11.5 kcal per mole.

CARTESIAN COORDINATES (ANGSTROEM)
1 C -0.60705 -0.13671 -2.43123
2 C 0.20426 -0.37798 -1.21294
3 C 0.35242 0.47734 -0.23450
4 N 1.19928 0.09793 0.91446
5 H -1.51713 0.44448 -2.31337
6 H -0.02607 0.38915 -3.18850
7 H -0.94369 -1.04564 -2.92172
8 H 0.83686 -1.25426 -1.30781
9 H -0.28796 1.28304 0.02597
10 H 1.96051 0.77139 1.04349
11 H 0.61771 0.06949 1.77492
12 H 1.65237 -0.80947 0.79749
13 H -1.03711 0.75799 3.29763
14 H -1.44652 -0.69354 3.08891
15 O -0.95789 0.02678 2.66717

Forces on the atoms, in the same order (eV/Å):
-0.793 0.118 -0.751
0.268 0.045 -1.467
-0.155 -1.077 1.099
0.662 0.361 0.153
0.051 0.259 0.488
0.267 0.018 0.059
0.209 -0.325 0.197
0.116 -0.093 0.427
-0.264 0.778 -0.244
-0.125 0.008 0.100
-0.169 -0.138 0.008
-0.179 -0.058 -0.135
-0.050 -0.092 -0.135
0.100 -0.018 -0.185
0.062 0.213 0.385

Q: Among the records above, which one has the lowest relative energy (zero: lowest compared OMol25 entry of this formula, charge and spin)?
A: number 2